Entry 1:
C15H18ClIrNO4S4 as an isolated structure. Source: OMol25; level of theory: the ωB97M-V functional and the def2-TZVPD basis.

```
44
Properties=species:S:1:pos:R:3:forces:R:3:lowdin_charge:R:1
Ir 0.68853 1.22598 -0.09590 -1.828 -2.258 1.410 1.2432
S 0.19394 2.25999 4.38751 0.012 -0.522 -1.166 1.1601
C -0.10808 3.67019 3.45096 -0.045 -0.392 -0.808 -0.3168
C -0.10977 3.43064 2.09817 -0.403 0.671 0.121 -0.1671
C 0.11614 2.08068 1.76932 1.275 -0.518 -1.583 -0.2502
C 0.32426 1.31444 2.93472 -0.138 0.212 0.248 -0.4590
C 0.74769 -0.05247 2.86058 -0.002 -0.392 0.433 -0.2704
C 0.94398 -0.88320 3.97153 -0.016 0.207 -0.496 0.0317
C 1.46903 -2.14931 3.78333 0.043 0.035 -0.266 0.0117
C 1.81503 -2.54723 2.49725 -0.195 0.377 -0.023 0.0106
C 1.56170 -1.68208 1.43777 0.290 -0.627 -0.419 -0.0883
N 1.01255 -0.49274 1.60912 -0.606 2.139 -1.085 0.0435
H -0.27110 4.61219 3.94559 0.029 0.120 0.031 0.0959
H -0.25068 4.20720 1.36543 -0.058 0.146 -0.028 0.1206
H 0.69872 -0.51688 4.95616 -0.015 0.014 0.099 0.1223
H 1.62685 -2.81391 4.61849 0.023 -0.017 0.106 0.1355
H 2.27160 -3.50355 2.30670 0.029 -0.116 -0.064 0.1290
H 1.82132 -1.95732 0.42383 -0.027 -0.004 -0.028 0.1246
C -0.54097 -2.86985 -2.08111 -0.436 0.403 -0.244 -0.5001
C 0.04209 -1.95910 -3.15705 0.394 -0.244 0.510 -0.4484
S 0.59043 -0.28242 -2.63179 -0.511 -0.162 -0.388 0.9358
C -0.66244 0.76500 -3.44592 0.337 -0.065 0.374 -0.4700
C -2.01697 0.73152 -2.77363 0.071 0.072 -0.104 -0.4469
S -1.97725 1.31739 -1.02879 1.221 -0.449 0.883 0.9972
C -2.77813 -0.08528 -0.15581 0.435 0.168 0.187 -0.4622
C -1.96114 -1.36389 -0.13048 0.031 -0.433 -0.245 -0.5172
S -2.23418 -2.41463 -1.61169 0.116 -0.100 0.318 0.9251
H 0.07779 -2.90952 -1.18849 0.084 -0.138 0.013 0.0642
H -0.62206 -3.87266 -2.50499 0.084 0.002 0.132 0.0901
H -0.66017 -1.85333 -3.98094 0.036 0.129 -0.038 0.0903
H 0.95319 -2.42938 -3.53256 0.005 0.127 -0.123 0.0889
H -0.75398 0.44205 -4.48506 0.030 0.045 0.069 0.1107
H -0.23639 1.76750 -3.42383 -0.097 -0.085 -0.212 0.0669
H -2.45801 -0.26663 -2.78303 0.128 0.142 0.143 0.0298
H -2.68741 1.41220 -3.30385 -0.040 0.160 0.220 0.1067
H -3.75979 -0.24975 -0.59927 -0.050 0.244 -0.143 0.1016
H -2.92097 0.28204 0.85905 -0.059 0.130 0.028 0.0871
H -2.27948 -1.97140 0.71886 0.063 0.200 0.103 0.0865
H -0.89813 -1.12305 -0.02953 -0.222 -0.204 0.002 0.0093
O 2.59665 2.91855 -0.22105 0.260 0.816 1.243 -0.2889
Cl 2.71337 2.18448 -1.42753 1.085 0.492 0.128 0.6395
O 3.72294 2.57934 -2.26526 1.040 0.402 -1.036 -0.1360
O 1.39931 2.27004 -2.07193 -2.188 0.428 0.500 -0.4372
O 2.80000 0.77817 -1.06489 -0.184 -1.151 1.193 -0.3996
```
Positions in Å, forces in eV/Å.

Output
LUMO level (alpha / beta)   -9.872 / -10.214 eV
Total charge   +2
E_tot   -3094.34181 a.u.
Strongest force on any atom   3.230 eV/Å
Kohn-Sham gap (alpha / beta)   4.83 / 4.42 eV
⟨S²⟩   0.791
2S+1   2


Entry 2:
An isolated ion of composition C15H18ClN2 and charge +1. Source: OMol25; level of theory: the ωB97M-V functional and the def2-TZVPD basis.

```
36
Properties=species:S:1:pos:R:3:forces:R:3:lowdin_charge:R:1
Cl -2.93154 -0.47713 -3.98703 -0.119 -0.004 -0.224 0.7193
C -2.45935 -0.75461 -2.36318 0.272 -0.169 0.930 -0.6784
C -1.59402 -1.81345 -2.05689 -0.035 0.134 0.480 -0.0722
C -1.14974 -1.98515 -0.73757 -0.229 0.217 -0.703 -0.0222
C -1.53892 -1.09108 0.25972 -0.175 -0.031 0.434 -0.1729
C -0.82316 -1.22020 1.62486 -1.575 0.416 0.121 -0.3604
C -1.31969 -0.27463 2.76860 -0.481 -0.209 0.006 -0.0821
C -1.33866 -1.13227 4.05917 0.195 0.384 -0.049 -0.1499
C -1.22894 -2.54335 3.54642 0.230 -0.073 -0.998 -0.0337
C -0.96474 -2.59631 2.22315 -0.476 -0.177 1.363 -0.0310
C -2.47746 -0.09664 -0.03148 0.125 -0.073 -0.239 -0.0390
C -2.93424 0.07797 -1.34390 0.216 -0.275 0.174 -0.0815
H -1.27140 -2.49273 -2.83856 -0.053 0.099 0.067 0.1117
H -0.48332 -2.82151 -0.50105 -0.161 0.365 -0.188 0.1187
H -0.69340 0.62159 2.88609 -0.222 -0.291 -0.142 0.1178
H -2.34565 0.04579 2.55286 0.312 -0.037 0.077 0.1091
H -0.48087 -0.85476 4.69836 -0.299 -0.322 -0.065 0.1195
H -2.24830 -0.94998 4.65502 0.357 -0.171 -0.215 0.1227
H -1.32838 -3.39520 4.21630 -0.024 0.070 -0.293 0.1183
H -0.81045 -3.47622 1.59826 -0.193 0.104 0.405 0.1205
H -2.82037 0.59108 0.75011 0.107 -0.295 -0.457 0.1156
H -3.64272 0.86604 -1.57380 0.087 -0.083 -0.018 0.1135
C 0.37950 1.23592 0.22106 0.227 0.433 -0.274 0.0612
C 1.11132 0.07541 0.78673 -0.187 -1.075 0.284 -0.2304
N 0.57938 -0.99326 1.39188 1.537 1.560 -0.793 0.0303
C 1.62761 -1.88512 1.86030 0.098 -1.018 0.497 -0.0772
C 2.90986 -1.21909 1.40989 0.957 -0.149 0.087 -0.0931
N 2.43079 -0.03414 0.73304 -0.290 0.796 -0.333 0.1135
H 1.11303 1.99386 -0.08681 -0.239 -0.166 0.143 0.1047
H -0.20137 0.95032 -0.66935 0.170 -0.006 0.409 0.1054
H -0.29538 1.68023 0.96678 0.176 -0.237 -0.314 0.1054
H 1.61115 -1.99999 2.95216 -0.212 0.042 -0.311 0.1411
H 1.51655 -2.88447 1.42097 -0.060 0.254 0.124 0.1357
H 3.52724 -0.94555 2.26870 0.063 0.001 -0.190 0.1337
H 3.49478 -1.85090 0.73784 -0.027 0.134 0.063 0.1345
H 3.01473 0.66294 0.29251 -0.072 -0.148 0.143 0.1718
```
Positions in Å, forces in eV/Å.

Output
LUMO level   -2.617 eV
Total charge   +1
E_tot   -1151.86379 a.u.
Strongest force on any atom   2.330 eV/Å
Kohn-Sham gap   9.31 eV
Structure (SMILES)   CC1=[NH+]CCN1[C@@]1(c2ccc(Cl)cc2)C=CCC1


Entry 3:
C15H18IN4O2PtS as an isolated structure. Source: OMol25; level of theory: the ωB97M-V functional and the def2-TZVPD basis.

```
42
Properties=species:S:1:pos:R:3:forces:R:3:lowdin_charge:R:1
Pt -0.66074 1.02945 -0.80412 1.272 0.310 1.002 0.6696
C 0.56155 5.23549 -0.41588 -0.031 -0.193 0.086 -0.0315
C 0.73943 3.72459 -0.42034 0.562 0.195 -0.024 -0.4907
O -0.30377 3.04250 -0.16596 -0.410 -0.211 -0.175 -0.2605
C 2.01545 3.23398 -0.63952 -0.222 0.186 -0.138 -0.0568
C 2.39743 1.87349 -0.58163 -0.017 -0.341 0.141 -0.3415
C 3.86437 1.52979 -0.61866 -0.058 0.007 0.018 -0.0503
N 1.52965 0.90657 -0.45021 -0.764 0.330 -0.238 -0.0997
N 2.02832 -0.35473 -0.31854 0.214 -0.619 -0.132 0.0375
C 1.10062 -1.24458 -0.05030 0.420 0.481 0.047 -0.5142
O -0.11758 -1.00264 0.22036 -0.531 0.176 -0.247 -0.2156
C 1.55402 -2.66845 -0.09311 -0.110 -0.170 0.025 -0.1409
C 0.59163 -3.67398 -0.09977 -0.044 0.035 -0.011 -0.0284
C 0.96210 -5.00527 -0.21375 0.076 -0.075 0.005 -0.0977
C 2.30328 -5.34748 -0.31029 0.003 -0.029 0.016 -0.1178
C 3.26976 -4.34939 -0.28970 0.033 -0.005 0.008 -0.1036
C 2.90010 -3.01841 -0.18205 -0.037 0.014 -0.004 -0.0393
H -0.49757 5.48031 -0.45686 0.001 -0.005 -0.012 0.0740
H 1.08125 5.67870 -1.26526 -0.009 0.043 0.007 0.0720
H 0.98909 5.65050 0.49927 -0.045 0.049 -0.005 0.0762
H 2.80247 3.95673 -0.80984 -0.014 0.007 0.001 0.0899
H 4.47042 2.42611 -0.73984 -0.029 0.023 -0.011 0.0626
H 4.05877 0.83402 -1.43563 0.016 -0.015 0.023 0.0746
H 4.14747 1.01874 0.30196 0.031 -0.006 -0.019 0.0733
H -0.44998 -3.38717 -0.03802 0.017 0.037 -0.002 0.1084
H 0.20623 -5.78134 -0.23750 -0.020 0.026 0.013 0.0934
H 2.59845 -6.38619 -0.40266 -0.015 0.005 -0.003 0.0892
H 4.31760 -4.61477 -0.36974 0.000 0.020 0.018 0.0916
H 3.64004 -2.23021 -0.18023 0.001 0.013 -0.014 0.1008
S -3.49263 2.93347 -0.14678 -0.005 0.247 -0.057 0.5694
C -3.97005 1.52092 0.55509 -0.146 -0.152 0.030 -0.9701
N -4.59600 0.48986 -0.06266 -0.163 -0.035 0.260 -0.0317
C -4.63290 -0.70665 0.76619 -0.036 -0.041 -0.002 -0.1596
C -4.09465 -0.21238 2.12452 0.047 0.031 0.092 -0.1493
N -3.81002 1.19206 1.86617 -0.031 -0.137 0.029 0.0032
H -4.47384 0.40396 -1.06034 0.089 0.087 -0.033 -0.0006
H -4.00502 -1.49793 0.35207 0.034 0.062 -0.075 0.0976
H -5.65492 -1.08148 0.85132 0.028 -0.023 0.015 0.1037
H -3.19611 -0.75693 2.42141 0.019 0.034 -0.032 0.1132
H -4.83584 -0.31077 2.92094 -0.009 -0.051 -0.038 0.1020
H -3.13525 1.70434 2.40514 0.024 0.074 -0.076 0.1243
I -2.20266 -0.23483 -2.42523 -0.139 -0.384 -0.487 0.0730
```
Positions in Å, forces in eV/Å.

Output
LUMO level (alpha / beta)   2.810 / 2.322 eV
Total charge   -1
E_tot   -1767.15571 a.u.
Strongest force on any atom   1.649 eV/Å
Kohn-Sham gap (alpha / beta)   6.68 / 6.28 eV
⟨S²⟩   2.011
2S+1   3